{
  "formula": "C78H199N9O26",
  "method": "the ωB97M-V functional and the def2-TZVPD basis",
  "de_lowest_kj_mol": 306.3,
  "charge": 0,
  "orbital_gap_ha": 0.3169,
  "e_tot_ev": -150743.5497,
  "species": ["C", "C", "C", "O", "H", "H", "H", "H", "H", "H", "H", "H", "C", "C", "C", "O", "H", "H", "H", "H", "H", "H", "H", "H", "C", "C", "C", "O", "H", "H", "H", "H", "H", "H", "H", "H", "C", "C", "C", "O", "H", "H", "H", "H", "H", "H", "H", "H", "C", "C", "C", "O", "H", "H", "H", "H", "H", "H", "H", "H", "C", "C", "C", "O", "H", "H", "H", "H", "H", "H", "H", "H", "C", "C", "C", "O", "H", "H", "H", "H", "H", "H", "H", "H", "C", "C", "C", "O", "H", "H", "H", "H", "H", "H", "H", "H", "C", "O", "C", "C", "N", "C", "C", "O", "C", "H", "H", "H", "H", "H", "H", "H", "H", "H", "H", "H", "H", "H", "H", "H", "C", "O", "C", "C", "N", "C", "C", "O", "C", "H", "H", "H", "H", "H", "H", "H", "H", "H", "H", "H", "H", "H", "H", "H", "C", "O", "C", "C", "N", "C", "C", "O", "C", "H", "H", "H", "H", "H", "H", "H", "H", "H", "H", "H", "H", "H", "H", "H", "C", "O", "C", "C", "N", "C", "C", "O", "C", "H", "H", "H", "H", "H", "H", "H", "H", "H", "H", "H", "H", "H", "H", "H", "C", "O", "C", "C", "N", "C", "C", "O", "C", "H", "H", "H", "H", "H", "H", "H", "H", "H", "H", "H", "H", "H", "H", "H", "C", "O", "C", "C", "N", "C", "C", "O", "C", "H", "H", "H", "H", "H", "H", "H", "H", "H", "H", "H", "H", "H", "H", "H", "C", "O", "C", "C", "N", "C", "C", "O", "C", "H", "H", "H", "H", "H", "H", "H", "H", "H", "H", "H", "H", "H", "H", "H", "C", "O", "C", "C", "N", "C", "C", "O", "C", "H", "H", "H", "H", "H", "H", "H", "H", "H", "H", "H", "H", "H", "H", "H", "C", "O", "C", "C", "N", "C", "C", "O", "C", "H", "H", "H", "H", "H", "H", "H", "H", "H", "H", "H", "H", "H", "H", "H"],
  "coordinates": [[10.02253, 21.14741, 16.55774], [11.41203, 20.89109, 16.00154], [11.99610, 19.68001, 16.78498], [11.24065, 20.53834, 14.64467], [9.32753, 20.27165, 16.52638], [9.57331, 21.95144, 16.00664], [10.14093, 21.44176, 17.56836], [12.06801, 21.77523, 16.22104], [11.96087, 19.82660, 17.86451], [13.03750, 19.44478, 16.43014], [11.40864, 18.73457, 16.60046], [11.98666, 20.03422, 14.24435], [17.74562, 15.79801, 18.31676], [19.00504, 16.22841, 17.67942], [20.20562, 16.16641, 18.55607], [19.32024, 15.34917, 16.55383], [17.57940, 16.40609, 19.17853], [17.80552, 14.75340, 18.64732], [16.89695, 15.86773, 17.59329], [18.93922, 17.26138, 17.31527], [20.13019, 15.23752, 19.15741], [20.27668, 16.94303, 19.29860], [21.13221, 16.23688, 17.94140], [18.60111, 15.30872, 15.91204], [22.11586, 29.12314, 19.11010], [22.71765, 27.77888, 19.57908], [23.96783, 27.84415, 20.38537], [21.57678, 27.09865, 20.21671], [21.22149, 28.98405, 18.56468], [22.89809, 29.63468, 18.51929], [21.91025, 29.74138, 20.00754], [22.91115, 27.11903, 18.73977], [23.80872, 28.22662, 21.42851], [24.69474, 28.60330, 19.94851], [24.49429, 26.93747, 20.41070], [22.02838, 26.66932, 21.03103], [13.77281, 17.11305, 14.61538], [14.39669, 18.34624, 13.95981], [15.41495, 17.96264, 12.87776], [13.39673, 19.19325, 13.36552], [14.57660, 16.46451, 14.80799], [13.10546, 16.59787, 13.93555], [13.31617, 17.23877, 15.60356], [14.79013, 18.93136, 14.76675], [15.82313, 18.91992, 12.48832], [14.84530, 17.45657, 12.05670], [16.21319, 17.27926, 13.17204], [13.35356, 18.84684, 12.44798], [14.86223, 18.03428, 19.28874], [14.94560, 18.44290, 20.78487], [13.71589, 17.87078, 21.46880], [16.11894, 17.93288, 21.43744], [15.86501, 18.00693, 18.97789], [14.26331, 18.67097, 18.67995], [14.42707, 17.02998, 19.09740], [15.01149, 19.52680, 20.90802], [12.84918, 18.41557, 21.09786], [13.79185, 18.00750, 22.54046], [13.70470, 16.82799, 21.24576], [16.13859, 16.95255, 21.27140], [12.15762, 21.22694, 20.20274], [12.48495, 22.31139, 21.27622], [12.67459, 21.50091, 22.59301], [13.72108, 22.94430, 21.03102], [12.37674, 21.71526, 19.20259], [11.08768, 21.00984, 20.13925], [12.77303, 20.33662, 20.25520], [11.59926, 22.99818, 21.32729], [12.73790, 22.13791, 23.48336], [13.58729, 20.95368, 22.45611], [11.84732, 20.79867, 22.75927], [13.61687, 23.88652, 20.72353], [14.04168, 27.78407, 22.38976], [13.21414, 26.59981, 21.89915], [11.83999, 26.81293, 21.32714], [13.94318, 25.86459, 20.89083], [13.39458, 28.39513, 22.98032], [14.48613, 28.33968, 21.54571], [14.81952, 27.45095, 23.11672], [13.18971, 25.99884, 22.81951], [11.24675, 25.92774, 21.45434], [11.92296, 26.99626, 20.20521], [11.19937, 27.60134, 21.82301], [14.82755, 25.81757, 21.13100], [11.85459, 24.70195, 17.78259], [12.74292, 24.69884, 16.52718], [13.36251, 26.03810, 16.26032], [13.74307, 23.67595, 16.56725], [11.23854, 25.57493, 17.87722], [12.47073, 24.61051, 18.67757], [11.21964, 23.86126, 17.81766], [12.01129, 24.43997, 15.75488], [12.57841, 26.79199, 16.01234], [14.02524, 25.95617, 15.37917], [13.98336, 26.44263, 17.06040], [14.18498, 23.70616, 15.65831], [21.55371, 11.33379, 19.49610], [22.40242, 11.28653, 18.35500], [22.19018, 12.35028, 17.38509], [21.18619, 12.01300, 16.29071], [21.11713, 13.07640, 15.26959], [20.25802, 12.62316, 14.08492], [20.11426, 13.74952, 13.06518], [19.16008, 14.67474, 13.53391], [18.96591, 15.72349, 12.64104], [21.08970, 12.30843, 19.62504], [22.21719, 11.10349, 20.30961], [20.73052, 10.59007, 19.56701], [23.20324, 12.61879, 17.09168], [21.80655, 13.25988, 17.93030], [20.26330, 11.80560, 16.81788], [21.55923, 11.13185, 15.73310], [20.78204, 13.94490, 15.65545], [19.25904, 12.30225, 14.40661], [20.78775, 11.70860, 13.75688], [19.82660, 13.47887, 12.05954], [21.07784, 14.16738, 12.96573], [18.64122, 15.24205, 11.66395], [19.89931, 16.30977, 12.37860], [18.22156, 16.44106, 12.98934], [11.60742, 25.07978, 12.17491], [12.82823, 24.29892, 12.13423], [12.64568, 23.12779, 12.92361], [13.99168, 22.52138, 13.20194], [14.89977, 23.42554, 13.91724], [16.29133, 23.00884, 13.71836], [16.93644, 23.50681, 12.47072], [17.07757, 24.93933, 12.61094], [17.67800, 25.53696, 11.46095], [11.45318, 25.57009, 11.22943], [11.76993, 25.87124, 12.99586], [10.76771, 24.43617, 12.39560], [11.98965, 22.45741, 12.36390], [12.21092, 23.39336, 13.88420], [14.42607, 22.01370, 12.35508], [13.87489, 21.65542, 13.88434], [14.83866, 24.35543, 13.48410], [16.42286, 21.92622, 13.75070], [16.96355, 23.42614, 14.53296], [16.31713, 23.28429, 11.54697], [17.94320, 23.06788, 12.39123], [18.65971, 25.16475, 11.36637], [17.62831, 26.66175, 11.56629], [17.05888, 25.31196, 10.60668], [17.06592, 27.09624, 16.25885], [17.90924, 28.02431, 15.59580], [19.17356, 28.06680, 16.21123], [20.04418, 29.01686, 15.26636], [20.27037, 28.40283, 13.95110], [21.16498, 29.25874, 13.19409], [21.51658, 28.65106, 11.83197], [20.33127, 28.39180, 11.14411], [20.45165, 27.78265, 9.84781], [16.05602, 27.19042, 15.79566], [16.96814, 27.30327, 17.35772], [17.46052, 26.06020, 16.09679], [19.68358, 27.11668, 16.26480], [19.11890, 28.56066, 17.18032], [20.99883, 29.27375, 15.75389], [19.35470, 29.92029, 15.11818], [19.38746, 28.29270, 13.45540], [22.03243, 29.30414, 13.76754], [20.75814, 30.29151, 13.08944], [22.05970, 27.73378, 12.01418], [22.16253, 29.34889, 11.28625], [20.83563, 26.77966, 9.97782], [21.12847, 28.31930, 9.20043], [19.45150, 27.73119, 9.41074], [16.68730, 28.07789, 26.19830], [17.21764, 26.87274, 25.65440], [18.22038, 26.32524, 26.55018], [18.90752, 25.11897, 25.93420], [18.37452, 23.83128, 26.22719], [17.09450, 23.55012, 25.63521], [17.15292, 23.20284, 24.10372], [18.04753, 22.08691, 23.95867], [17.82408, 21.52338, 22.67471], [17.31053, 28.94148, 25.92264], [16.57735, 28.08404, 27.27837], [15.71353, 28.28878, 25.79224], [17.78532, 26.15071, 27.54326], [19.01261, 27.05967, 26.77901], [19.96174, 25.18787, 26.24792], [18.97728, 25.27749, 24.84061], [19.03339, 23.06919, 26.06718], [16.43817, 24.42851, 25.76408], [16.58340, 22.69627, 26.18392], [17.58589, 24.04156, 23.50318], [16.14667, 22.91988, 23.77066], [18.22008, 22.17288, 21.91299], [16.79401, 21.20584, 22.57131], [18.48646, 20.65889, 22.65909], [18.82957, 19.14554, 19.41558], [19.43601, 19.15341, 18.15089], [20.72542, 19.77629, 18.16957], [21.36204, 19.40670, 16.85030], [22.76208, 19.83276, 16.57383], [23.72360, 19.48564, 17.64018], [23.97828, 18.03625, 17.88757], [25.05051, 17.68314, 18.67979], [25.00036, 16.34104, 19.14130], [19.51809, 18.63744, 20.13262], [17.90895, 18.62981, 19.37339], [18.78886, 20.13900, 19.70942], [21.24941, 19.33268, 19.00359], [20.66874, 20.82186, 18.39704], [20.71735, 19.93006, 16.14403], [21.16526, 18.34026, 16.71477], [23.17709, 19.39672, 15.76065], [23.41518, 20.06529, 18.50187], [24.67832, 19.89628, 17.22150], [24.12079, 17.59123, 16.88431], [23.00758, 17.58586, 18.27888], [24.81199, 15.72124, 18.27556], [24.26709, 16.10634, 19.89842], [25.93871, 16.05420, 19.64908], [24.97008, 23.83672, 25.50670], [24.72064, 24.53645, 24.27520], [24.44669, 23.80712, 23.14264], [23.95078, 24.70089, 22.03301], [22.82283, 25.59041, 22.39678], [21.63511, 24.87892, 22.85232], [21.02289, 23.96040, 21.81990], [21.76692, 22.77071, 21.58801], [21.16870, 22.11963, 20.49153], [25.87047, 23.20546, 25.41501], [24.15981, 23.14639, 25.70519], [25.08450, 24.64472, 26.25226], [23.71439, 23.06668, 23.38708], [25.38500, 23.25496, 22.81641], [23.71795, 24.12771, 21.12220], [24.76074, 25.37851, 21.91977], [23.15325, 26.22960, 23.08134], [20.82760, 25.60913, 23.06650], [21.75830, 24.31902, 23.79389], [20.92099, 24.53517, 20.87270], [20.03434, 23.63736, 22.07293], [20.11841, 21.83726, 20.59549], [21.67537, 21.17715, 20.40254], [21.21442, 22.78344, 19.61810], [19.77127, 23.67038, 17.07680], [21.14681, 23.37995, 17.25388], [21.97415, 24.63672, 17.34298], [22.70535, 24.81018, 16.04678], [23.58601, 25.94396, 16.00440], [22.87212, 27.25324, 15.89395], [23.73984, 28.41243, 15.87731], [24.33515, 28.66351, 14.57356], [25.16413, 29.82316, 14.57890], [19.31550, 23.94688, 18.07431], [19.24146, 22.78242, 16.69789], [19.59987, 24.47095, 16.27394], [22.59620, 24.44269, 18.22400], [21.26732, 25.47070, 17.55602], [21.94732, 24.92174, 15.20604], [23.19808, 23.79550, 15.85181], [24.16513, 25.76361, 15.16889], [22.13604, 27.30956, 16.67207], [22.30286, 27.28675, 14.96361], [24.59521, 28.12110, 16.54283], [23.33624, 29.39517, 16.24872], [25.73204, 29.68102, 13.62229], [25.85078, 29.84818, 15.42546], [24.64864, 30.77163, 14.47491], [18.13378, 20.30068, 12.31245], [19.19620, 21.16766, 12.68945], [19.77534, 20.91430, 14.00452], [20.85118, 21.95667, 14.23833], [22.08421, 21.67837, 13.51550], [22.25878, 22.36360, 12.26120], [22.37716, 23.87068, 12.27965], [23.71052, 24.33161, 12.55834], [23.92915, 25.71486, 12.23792], [18.48530, 19.51884, 11.61562], [17.39468, 21.00896, 11.84161], [17.75005, 19.85605, 13.24254], [20.14844, 19.84303, 14.09568], [18.97514, 20.97748, 14.68214], [20.94290, 21.87973, 15.33034], [20.46168, 22.92471, 13.99524], [22.88783, 21.87708, 14.14814], [21.45889, 22.05547, 11.64082], [23.20902, 22.00788, 11.82183], [21.62374, 24.37970, 12.87114], [22.24178, 24.13415, 11.19962], [23.79137, 25.98337, 11.18725], [24.96305, 25.93638, 12.52535], [23.30840, 26.36069, 12.85764], [17.15328, 19.14467, 15.86754], [16.45280, 20.25061, 15.46582], [15.78396, 20.94106, 16.49239], [16.73338, 21.73821, 17.37100], [16.10276, 22.02664, 18.63209], [16.67376, 23.12138, 19.36635], [16.05936, 24.45334, 18.88969], [16.62199, 25.43586, 19.69134], [17.98813, 25.65330, 19.58913], [16.48697, 18.38212, 16.18259], [17.95684, 19.29042, 16.58849], [17.63203, 18.67452, 14.97714], [15.16830, 20.27678, 17.08448], [15.15260, 21.67252, 15.97377], [17.02239, 22.60829, 16.86503], [17.60946, 21.12842, 17.57298], [15.11874, 22.11103, 18.48627], [17.71914, 23.11008, 19.00616], [16.52826, 22.99211, 20.45905], [14.95919, 24.56750, 19.10259], [16.26599, 24.60618, 17.79330], [18.60791, 24.94503, 20.19654], [18.22748, 26.61669, 20.04172], [18.35498, 25.57043, 18.58701]],
  "forces_ev_per_a": [[-0.1971, -0.5436, -0.6913], [0.0016, -1.7200, 1.0569], [0.3134, -0.8955, -0.8897], [0.4188, 0.2488, -0.7077], [0.8085, 0.4965, -0.1646], [-0.4141, 0.4848, -0.2470], [-0.0950, 0.4155, 1.1814], [-0.3805, -0.4883, -0.6603], [0.3222, 0.2128, -0.0327], [-0.7470, 0.3500, 0.5405], [0.2964, 1.0279, -0.0795], [-0.3207, 0.4767, 0.6730], [-1.0512, -0.8502, -0.4795], [0.6586, 0.2237, -1.9478], [0.9089, -0.9407, 0.5530], [0.0974, 0.2191, 0.4270], [-0.5020, 0.4829, 0.6351], [0.0800, 0.1165, -0.0739], [0.4484, 0.1098, 0.6686], [-0.2607, -0.3263, -0.1196], [0.5991, 0.1266, -0.4993], [-0.2729, 0.5151, 0.0932], [-0.6116, -0.4137, 0.4657], [0.0219, 0.1305, 0.0814], [2.4663, 0.1110, 1.2770], [-2.6112, -0.2823, -0.7799], [0.7218, 3.0199, 0.8596], [2.1408, -0.3481, 1.8983], [-0.8907, -0.2110, -0.6576], [-0.5564, 0.0433, 0.0312], [0.0124, -0.2814, -0.4762], [0.3527, 0.2522, -0.6132], [-0.0800, -0.4509, -0.7541], [-0.9161, -0.8379, 0.2113], [0.5254, -1.3588, 0.1492], [-1.0954, 0.2881, -1.2714], [-0.2949, 0.4360, -0.1602], [-0.6957, -0.7734, 0.5339], [-0.7103, 0.7991, -0.4912], [0.3820, -0.7168, -1.1573], [1.2050, -1.2047, 0.2200], [-0.3281, -0.0723, -0.0903], [-0.2722, 0.4987, -0.4469], [0.7026, 0.4581, 0.0562], [-0.0046, -0.7576, 0.0548], [0.4570, 0.2999, 0.4504], [-0.1333, 0.2198, 0.2463], [-0.4960, 0.6270, 0.6646], [-0.2582, -0.7016, 1.1875], [-0.7174, -0.8175, -0.2404], [0.4567, 1.3679, 0.3109], [0.0952, -1.2777, -0.7956], [1.2624, 0.1534, -1.0793], [-0.2859, 0.9502, -0.3411], [0.3149, 0.2943, 0.6199], [0.0223, -0.0631, -0.2002], [-0.3121, -0.4373, 0.0176], [-0.1133, 0.0496, 0.2748], [-0.4727, -0.8334, -0.1385], [-0.0159, 1.3368, 0.3277], [0.2063, 2.2729, -1.7928], [-0.7662, -1.8248, 0.6626], [-1.0070, 1.0439, -0.1018], [-0.1302, 1.3017, -0.5922], [-0.0979, -0.5708, 0.8416], [0.1228, -0.2920, 0.4142], [0.0245, -0.0840, 0.2438], [0.9310, -0.2123, 0.0388], [0.1800, -0.0379, -0.2072], [0.5255, -0.3649, 0.1474], [0.1621, 0.1005, -0.1487], [-0.0502, -1.0829, 0.5273], [0.4558, -0.1858, -0.4262], [1.2493, -0.5134, 0.6963], [-0.7982, 1.3087, -0.9415], [-3.0408, 0.1285, -0.4955], [-0.4576, 0.8173, 0.2381], [-0.1630, -0.0382, 0.4804], [-0.2458, 0.0716, -0.8455], [-0.5951, -0.4366, -0.2889], [-0.1669, -0.7339, -0.1103], [-0.1593, 0.0440, 1.4709], [1.0959, -0.4894, -0.5280], [2.8889, -0.1111, 0.6092], [1.7722, -0.1570, 0.3831], [-0.8432, -0.3888, 0.5742], [-0.0311, 0.9598, -1.1083], [-0.0183, 0.3671, -0.6212], [-0.1728, 0.6182, -0.1801], [0.1906, 0.3002, 0.1442], [-0.8517, -1.1631, -0.2233], [0.2529, 0.2146, -0.5801], [0.5031, -0.4443, 0.2021], [-0.2765, 0.1016, 0.2015], [-0.1396, -0.2577, 0.3043], [-0.3125, -0.3202, 0.9225], [-0.0329, -0.4960, -0.0939], [-1.0898, 0.6077, -0.7383], [0.0306, 0.6155, 1.5670], [1.4125, 0.2048, -0.8737], [-0.7109, -0.9374, -0.9011], [0.7803, 0.1468, 1.4967], [-0.3601, -0.8796, 0.5903], [0.0538, 0.3683, 1.0430], [0.6082, -0.0399, -2.1392], [0.1256, 0.2720, 0.0667], [0.1112, 0.1241, 0.7322], [0.4315, 0.1492, -0.7088], [-0.1375, -0.1417, -0.7307], [0.2490, -0.6709, -0.3521], [-0.6438, -0.2714, -0.1660], [-0.4259, 0.0551, 0.5419], [-0.4332, 0.1826, 0.1554], [-0.0423, 0.0609, 0.0585], [-0.3411, 0.6201, -0.5354], [-0.2776, -0.8011, -0.3771], [1.2903, 1.0439, -0.0285], [0.0072, 0.8758, 0.7189], [-0.6631, -0.6249, 0.5513], [-0.0037, -0.3507, 0.1739], [1.7319, 0.7675, 1.4328], [-0.9587, 0.3912, -0.0769], [0.6248, 0.2791, -0.2875], [-0.0409, -1.3085, 1.3783], [0.2153, 0.5958, -0.7983], [1.1795, 0.3404, 1.3156], [0.0060, 1.0865, -1.1569], [-0.1730, -0.2724, -0.1920], [-1.8614, 1.2927, 1.0582], [0.0800, 0.1769, -0.3766], [-0.6673, -1.0522, -1.1008], [-0.3475, -0.0264, 0.1334], [-0.0171, -0.3003, 0.3589], [-0.3666, -0.0047, 0.1465], [0.3601, 0.4005, -0.9265], [-0.4279, 0.3365, -0.1779], [-0.1073, -0.2831, 0.1474], [-0.4100, -0.0203, 0.2354], [-0.9171, -0.4567, -0.5098], [0.6105, 0.1471, 0.7589], [-0.2766, -0.0322, -0.2074], [1.3829, -0.2008, -0.4240], [0.3854, -1.2701, 0.1902], [-0.0179, -0.2814, -0.6808], [-0.6086, -0.2576, -0.1775], [-0.1198, -0.5817, 0.6264], [1.3173, 2.2774, -1.8454], [-2.3662, -0.4090, 0.2655], [0.0721, -0.0184, 0.4893], [-1.5649, -0.0540, -1.3297], [-0.0279, 0.4833, 0.6401], [-0.9103, 0.0541, -1.0150], [-0.1729, 0.1137, 1.2977], [0.7877, -0.1915, 0.3397], [0.1950, -0.1212, -0.7832], [-0.3980, 0.5878, 0.2282], [-0.1066, -0.7015, 0.1383], [-0.0810, -0.1993, 0.3855], [-0.4071, 0.0268, -0.2728], [1.2134, -0.5924, 0.5078], [0.1607, 0.0000, 0.2413], [1.8502, 0.3584, 0.7650], [0.1643, -0.3675, -0.1536], [0.2493, -0.3930, -0.0562], [0.0441, -0.0042, -0.1212], [0.1456, -0.4992, -0.0914], [0.2097, 0.4243, -0.2603], [0.1811, 0.1170, 0.1048], [0.5108, 0.3962, -0.5044], [0.3414, 0.0507, 1.2234], [-0.1506, 0.5315, -0.1448], [1.0384, 0.5522, -0.8018], [-0.1214, -0.7951, 0.9220], [-1.0077, -0.6832, -0.6856], [0.8803, 0.1556, 1.3212], [-1.0403, 0.5664, -0.2065], [1.4709, -0.8907, 1.1455], [0.1390, -0.1857, 0.1158], [0.1255, -0.3563, 0.3020], [-0.4631, -0.2721, -0.3886], [-0.2173, -0.5026, -0.2355], [-0.2629, 0.2269, -0.5213], [-0.3184, -0.3953, 0.1670], [-0.1831, 0.3674, 0.1002], [-0.2495, 0.4348, -0.0629], [0.2528, -0.2747, -0.0640], [0.7060, 0.8358, -0.7010], [-0.6558, -0.3302, 0.3160], [0.1016, 0.2251, -0.1763], [-0.4562, 0.5624, -0.6475], [-0.2613, 0.1053, -0.4393], [-0.2083, -0.3511, -0.1661], [2.3184, -1.1062, 0.0559], [0.5098, 0.3423, -0.8356], [0.0208, -1.2841, 0.4760], [0.0588, 0.4195, -1.1054], [-0.2784, -0.7433, 1.3898], [1.3077, 1.9088, -0.8461], [-2.5436, -1.8189, -0.7497], [0.7133, 0.4321, 1.4957], [0.7548, -0.0187, -0.1858], [-0.5545, 0.1125, -0.1448], [-1.0378, -0.2383, -0.0260], [-0.9022, 1.9969, 1.0585], [0.5475, -0.2946, 0.4854], [-0.1839, 0.8792, -0.3542], [0.1590, -0.2180, -0.3731], [0.2020, -0.1552, -0.0214], [-0.8691, -0.0226, -0.5582], [0.3331, -0.0789, 0.5058], [-0.4848, 0.0095, 0.8339], [-0.1240, -0.1402, 0.0436], [0.9369, 0.2395, -0.1984], [0.0966, -0.6214, -0.1632], [-0.8857, 0.4992, 0.1521], [-0.0731, 0.4621, -0.7187], [0.3250, 0.4570, -1.3044], [0.3377, 1.4252, 1.4272], [0.8449, -1.8287, -0.4245], [-0.3813, 0.4629, 0.5223], [-0.3558, -1.3688, -1.0016], [-0.9992, 0.0218, 0.7161], [0.7659, 0.4644, -0.8937], [-0.5343, 0.3338, 0.1619], [0.2713, 0.0780, -0.1017], [0.0071, 0.4078, 0.1439], [-0.4783, 0.0232, 0.3715], [-0.0685, -0.7880, -0.1914], [-0.6574, -0.8596, 0.0194], [-0.9008, 0.4511, -0.0011], [0.2494, 0.2918, 0.4123], [0.8536, 0.6198, -0.9015], [0.1219, 0.4488, 0.7999], [0.4917, -0.0942, -0.0867], [0.2578, 0.0386, -0.1146], [0.1838, -0.2112, 0.2000], [-0.8877, 0.1194, 0.6430], [-0.3447, 0.3132, 0.6116], [0.5434, -0.2527, -0.5346], [0.2677, -0.4825, -0.2332], [-0.3753, 0.5807, -0.1920], [0.4579, 1.4804, -0.3098], [-1.9569, -1.2656, 0.7434], [-0.9819, -1.4187, -1.3093], [1.1137, 0.4494, -0.2990], [-0.9722, -2.0378, -1.5046], [3.1073, 1.8803, 0.6921], [-0.7392, 0.0930, 0.9041], [0.6958, -1.2179, -1.7550], [0.3951, -0.0619, -1.1942], [0.3780, 0.0656, 0.2087], [0.1897, -0.7204, 1.1937], [0.2372, 0.4145, -0.3239], [0.5532, -0.4012, 0.0584], [0.2930, -0.3690, 0.8102], [-0.0924, 1.6190, 0.1447], [-0.2150, 0.7018, 0.6101], [-0.1913, 0.1066, 0.6316], [-0.4333, -0.1926, -0.2344], [-0.4167, 0.6276, -0.1173], [-0.1605, -1.0716, -0.2318], [-0.0865, 0.4222, 0.9440], [0.0069, -0.0538, 0.0826], [-0.5616, 0.1252, 0.3083], [0.2098, 1.0620, 0.3458], [0.7855, -0.3637, 0.3397], [0.4657, -0.9214, -2.4863], [-0.3233, -1.5560, 0.5437], [1.1696, -0.0801, 1.9143], [1.5657, 0.0493, 0.7924], [0.6611, 0.7484, -2.2458], [-0.2491, 0.1414, 0.2234], [0.2872, -0.5942, 0.9019], [-0.2563, 0.2606, 0.1804], [0.3210, -1.2589, 0.2396], [-0.4031, -0.0317, -0.5343], [-0.0116, 1.1910, -0.4053], [-1.1712, 0.4366, 1.3641], [0.8680, 0.5060, -0.2558], [-0.5079, 0.7616, -0.0132], [-0.8514, -0.2608, -0.7260], [-0.8713, -0.0666, -0.8657], [-0.4300, -0.0115, -0.0006], [-0.1064, 0.2020, 0.3022], [-0.4662, 0.1778, 0.5908], [-0.1675, -0.3569, -0.1197], [-0.1269, -0.1436, -0.1822], [-0.2610, 0.0481, 0.0285], [1.4905, -1.3219, -0.9855], [-0.0808, 1.0706, -0.7562], [0.1294, 1.1125, -0.4410], [-0.4738, -1.7068, 0.9407], [-0.2471, -1.2615, 0.2572], [-0.7876, 0.0749, -1.2089], [-0.1826, -0.6294, 0.2661], [-0.2942, 1.7765, 0.6626], [1.0929, -0.3330, 1.4746], [-0.8605, -0.9610, 0.9418], [-0.1886, 0.2688, 0.1748], [-0.1344, 0.5291, 0.3041], [-0.2097, -0.3639, 0.3012], [-0.2332, -0.3321, 0.1456], [0.5840, 1.4746, -1.0566], [0.4662, -0.0491, -0.0847], [-0.7479, 0.3600, 0.2190], [-0.1168, 0.1845, 1.0529], [0.3569, 0.2075, -0.6231], [1.0291, -0.6104, -0.5941], [-0.2600, -0.0125, 0.7976], [-0.5315, 0.0527, -0.3200], [-0.1410, 0.1827, -0.3823], [0.0902, 0.3357, -0.8087]]
}